# 1
Computed, not measured: the ion C5H13N2 with charge +1 at a distorted geometry, with ωB97M-V with the def2-TZVPD basis set.

Geometry as XYZ:
```
20
Properties=species:S:1:pos:R:3:forces:R:3:lowdin_charge:R:1
C -0.442159 -2.454183 0.916009 -0.3 0.8 -0.4 0.1272
C -0.123698 -1.167257 0.865728 0.7 -1.6 0.8 -0.2937
N 1.231343 -0.818483 1.426006 -1.4 0.8 0.4 0.2080
C -0.866103 -0.015230 0.344080 -0.5 0.9 -1.0 -0.1194
C -0.122514 0.601231 -0.840967 2.0 1.0 -0.7 -0.4021
C -0.901386 1.635242 -1.644892 -1.5 -0.4 0.2 -0.0524
N 1.210611 1.140234 -0.376862 -1.1 -1.0 0.7 0.0270
H 0.223745 -3.201118 1.320710 0.0 -0.1 0.0 0.0830
H -1.397323 -2.749555 0.506667 0.0 -0.2 0.1 0.0917
H 1.756265 -1.650602 1.615101 0.5 -0.5 0.0 0.1480
H 1.105691 -0.292237 2.302695 0.1 -0.3 -0.1 0.1784
H 1.655099 -0.114159 0.759554 0.1 0.2 -0.4 0.1123
H -1.070217 0.710875 1.138825 0.2 0.2 -0.1 0.1412
H -1.839390 -0.244158 -0.095071 0.0 -0.7 0.5 0.1413
H 0.154814 -0.180519 -1.551424 -0.2 -0.3 0.2 0.1453
H -0.375812 2.290247 -2.332824 0.6 -0.2 0.2 0.0856
H -1.518500 2.261645 -0.993907 0.1 0.1 0.0 0.0876
H -1.602393 1.079233 -2.280555 -0.1 0.2 0.1 0.0902
H 1.886351 1.123672 -1.119728 0.1 0.7 -0.3 0.0980
H 1.035569 2.045131 0.040852 0.6 0.3 -0.3 0.1029
```
Positions in Å, forces in eV/Å.

Results
* structure (SMILES): C=C([NH3+])C[C@@H](C)N
* DFT total energy: -307.56580 hartree
* spin multiplicity: 1
* HOMO energy: -13.949 eV
* net charge: +1

# 2
Computed, not measured: an isolated molecule of C3H4N2O, with ωB97M-V with the def2-TZVPD basis set.

Geometry as XYZ:
```
10
Properties=species:S:1:pos:R:3:forces:R:3:lowdin_charge:R:1
O 1.787287 -0.688911 -0.648050 0.7 0.5 0.3 0.0843
C 0.700713 -0.043371 -0.181110 -0.5 -0.2 -0.1 -0.3901
C -0.124523 -0.397140 0.854126 -0.1 -0.3 -0.2 -0.0354
C -1.345061 0.222637 0.515901 -0.2 0.1 0.1 -0.1822
N -1.237039 1.024505 -0.528524 0.0 0.0 0.3 0.0169
N 0.048515 0.874699 -0.935088 0.1 -0.2 -0.1 0.0310
H 1.934881 -1.440458 -0.057657 0.1 0.2 -0.2 0.1177
H 0.130424 -1.061851 1.666492 -0.3 -0.1 -0.2 0.0995
H -2.317113 -0.017726 0.922265 0.1 0.5 0.2 0.0988
H 0.421916 1.527615 -1.608355 0.0 -0.4 0.0 0.1595
```
Positions in Å, forces in eV/Å.

Results
* structure (SMILES): Oc1ccn[nH]1
* DFT total energy: -301.43268 hartree
* spin multiplicity: 1
* HOMO energy: -8.718 eV

# 3
Computed, not measured: an isolated molecule of C20H13ClN6O2 at a distorted geometry, with ωB97M-V with the def2-TZVPD basis set.

Geometry as XYZ:
```
42
Properties=species:S:1:pos:R:3:forces:R:3:lowdin_charge:R:1
N -4.999375 -1.078910 -4.165809 0.5 0.7 2.6 0.1527
C -4.768753 -0.762339 -3.060690 -0.5 -0.8 -2.6 -0.1755
C -4.479831 -0.388583 -1.705335 -0.2 0.9 0.1 -0.2258
C -4.546035 0.969878 -1.336650 0.4 -0.1 -0.4 -0.0189
C -4.229851 1.360814 -0.042735 -0.4 0.9 -0.1 -0.0781
C -3.981370 0.435214 0.925717 0.6 -1.8 0.6 -0.0192
C -3.922491 -0.942205 0.551235 -0.7 0.1 0.3 -0.1939
C -3.662534 -1.965202 1.648897 0.0 0.7 -0.3 -0.0834
N -2.319953 -1.661530 2.156580 1.8 -1.3 0.3 -0.1309
C -1.125886 -1.952413 1.500444 -0.8 0.7 1.7 0.0117
C -0.162481 -1.626117 2.425079 0.2 0.3 -1.2 -0.2870
C 1.320911 -1.700705 2.114578 -0.2 -0.1 0.0 -0.1709
N 1.866833 -0.342752 1.996445 0.8 0.8 -1.2 0.0368
C 2.669693 0.104308 0.915725 0.8 -2.2 1.6 -0.1625
C 3.804876 -0.599790 0.529183 -1.6 1.0 0.8 -0.4930
Cl 4.343627 -2.018040 1.375190 -0.2 0.5 -0.3 0.7659
C 4.698333 -0.086030 -0.502961 1.9 -2.0 -1.0 -0.3708
O 5.736131 -0.709104 -0.770310 -1.2 1.2 0.3 0.0534
C 4.327235 1.101109 -1.294717 -0.9 1.2 0.5 -0.0716
C 5.102307 1.567227 -2.366458 0.3 -0.9 0.4 -0.0018
C 4.724890 2.702106 -2.997211 -0.9 1.4 -0.6 -0.0517
C 3.563668 3.395741 -2.571200 0.1 -0.5 0.2 -0.1010
N 2.765650 2.969978 -1.580450 1.4 -0.7 0.1 0.1397
C 3.187773 1.839270 -0.920491 0.2 0.7 -1.2 -0.1187
C 2.336723 1.391393 0.238953 -0.9 0.6 0.2 -0.2565
O 1.373887 2.033692 0.612149 0.7 -0.4 -0.2 0.1285
N -0.745776 -1.113865 3.542533 -0.8 -1.0 -0.2 0.0538
N -2.047072 -1.230628 3.421592 0.3 0.5 -1.2 0.0460
C -4.153518 -1.368200 -0.761539 0.0 1.1 0.7 0.0144
H -4.751753 1.777324 -2.047500 0.0 -0.7 0.0 0.1259
H -4.216257 2.422775 0.214062 -0.1 -0.3 -0.2 0.1177
H -3.761069 0.716298 1.983023 -0.2 -0.2 -1.0 0.1328
H -4.422252 -1.850042 2.451856 0.8 -0.2 -0.3 0.1402
H -3.698344 -2.983875 1.222725 0.1 0.4 0.5 0.1286
H -0.967084 -2.321702 0.503993 -0.5 0.0 -0.1 0.1275
H 1.434604 -2.217075 1.132860 0.0 0.3 0.8 0.1195
H 1.840750 -2.296377 2.885065 -0.1 0.3 -0.3 0.1053
H 1.351327 0.358806 2.517453 0.0 0.0 -0.6 0.1299
H 5.995253 1.060595 -2.715506 -0.1 -0.3 0.4 0.1286
H 5.286250 3.079002 -3.859609 -0.2 -0.1 0.5 0.1144
H 3.320397 4.332531 -3.093679 -0.3 -0.5 0.4 0.1133
H -4.089433 -2.402577 -1.072489 0.0 0.0 0.2 0.1247
```
Positions in Å, forces in eV/Å.

Results
* structure (SMILES): N#Cc1cccc(Cn2cc(CNC3=C(Cl)C(=O)c4cccnc4C3=O)nn2)c1
* DFT total energy: -1709.09359 hartree
* spin multiplicity: 1
* HOMO energy: -8.903 eV

# 4
Computed, not measured: a structure of composition C6H9NO at a distorted geometry, with ωB97M-V with the def2-TZVPD basis set.

Geometry as XYZ:
```
17
Properties=species:S:1:pos:R:3:forces:R:3:lowdin_charge:R:1
C -0.841553 -1.159146 0.686050 -6.9 -2.3 6.5 -0.0809
C 0.206537 -0.479678 0.068501 6.0 -2.8 -2.4 -0.5190
C 1.576893 -0.497401 1.038792 -1.8 6.5 -8.9 -0.0179
C 0.365034 0.949196 -0.031251 -0.4 2.5 3.3 -0.2179
C -1.075996 1.110147 -0.556921 1.7 4.6 1.6 -0.0340
C -1.071737 0.206742 -1.459626 1.7 -2.1 -1.9 -0.2024
H -0.772943 -2.327316 1.128894 0.6 3.4 -1.3 0.1527
H -1.462922 -0.460356 1.675478 2.3 -2.3 -2.9 0.1942
H -1.636350 -1.165505 -0.063916 -0.3 -0.7 1.0 0.0602
H 2.349529 -0.098141 0.156099 -0.7 -1.9 2.6 0.1548
H 1.801042 -1.182406 1.696663 1.2 -3.6 3.4 0.0407
H 1.486069 1.426084 1.906553 -0.8 -0.1 -0.9 0.1160
H 1.215428 1.478230 -0.662687 -1.7 -1.6 0.7 0.1915
H -1.617158 2.007358 -0.760587 -0.4 0.5 0.4 0.1067
H -1.551091 0.301414 -2.348069 -1.8 -0.5 -2.5 0.1125
N 0.873575 0.764425 1.396140 0.9 0.9 1.7 -0.0472
O -0.110212 -0.763688 -1.371834 0.5 -0.6 -0.4 -0.0098
```
Positions in Å, forces in eV/Å.

Results
* DFT total energy: -363.73071 hartree
* spin multiplicity: 1
* HOMO energy: -8.822 eV

# 5
Computed, not measured: a structure of composition C19H19EuN4O4S at a distorted geometry, with ωB97M-V with the def2-TZVPD basis set.

Geometry as XYZ:
```
48
Properties=species:S:1:pos:R:3:forces:R:3:lowdin_charge:R:1
Eu 0.318025 -1.100693 -0.198966 -0.2 0.4 -0.6 1.3766
C 1.351545 -3.441729 -1.227147 0.1 -0.2 -0.1 -0.2829
C 0.152035 -3.263693 -1.930020 -0.4 0.5 -0.5 -0.2560
C 0.331262 -2.155510 -2.812558 -0.3 -0.7 -0.3 -0.2498
C 1.640561 -1.682615 -2.711582 0.2 -1.1 1.4 -0.2115
C 2.266417 -2.472487 -1.714599 0.5 0.4 1.2 -0.2828
H 1.521721 -4.256822 -0.513900 0.1 0.6 -0.1 0.0809
H -0.765425 -3.836634 -1.801812 0.3 0.1 -0.1 0.0821
H -0.361210 -1.790765 -3.534698 -0.6 0.1 -0.3 0.0720
H 2.164254 -0.975981 -3.305455 0.0 0.8 -0.3 0.0763
H 3.121832 -2.140321 -1.113631 0.2 -0.6 -0.8 0.0238
N 1.049464 1.554802 0.054384 0.0 -1.5 1.0 -0.0213
C 0.372888 2.484643 -0.732609 -1.2 1.0 -1.3 -0.3302
C 0.836280 3.811380 -0.858521 0.3 0.8 0.2 -0.0850
C 0.361741 4.637318 -1.909509 0.1 -0.3 0.8 -0.1505
C -0.528949 4.135830 -2.866349 0.0 -0.7 1.2 -0.0854
C -1.094703 2.834983 -2.651885 0.7 0.4 0.2 -0.1656
C -1.851364 2.209063 -3.647062 -0.4 -0.1 0.3 -0.1123
C -2.327028 0.924738 -3.457815 -0.8 -1.5 0.5 -0.1192
C -2.084579 0.267478 -2.221995 -0.9 -0.6 -3.1 -0.2246
N -1.185767 0.745378 -1.361420 0.3 -0.4 1.8 -0.0681
C -0.733446 2.006470 -1.489557 1.4 1.5 -1.8 -0.1917
H 2.031805 1.492356 -0.143544 0.4 0.3 0.3 0.0684
H 0.859332 1.675683 1.037666 0.4 0.0 0.4 0.0711
H 1.585299 4.165528 -0.067165 -1.1 -0.4 -1.4 0.1073
H 0.629376 5.693543 -1.985877 0.3 -0.3 0.1 0.0782
H -0.740600 4.739405 -3.755077 -0.2 -0.4 0.3 0.0928
H -2.188409 2.772467 -4.485054 0.1 0.3 -0.7 0.0820
H -2.870342 0.446342 -4.322262 0.3 0.3 1.4 0.1007
H -2.505592 -0.756062 -2.068347 0.5 0.9 0.1 0.0897
O -1.500240 6.054160 5.185384 -0.1 3.1 0.0 0.1745
C -1.351373 7.185955 4.852519 1.1 -1.8 -1.7 -0.3622
O -1.064333 8.191688 4.307224 -1.0 -1.3 1.7 0.1831
C -2.840182 -2.892843 0.897100 -1.6 -0.6 0.7 -0.5560
O -3.731966 -3.649635 0.979282 0.6 0.3 -0.2 0.1342
O -1.841457 -2.333711 0.663894 1.1 0.4 -0.4 -0.0239
S 2.944509 -1.335508 1.450576 -1.3 -0.4 1.6 0.4865
C 1.821307 -2.036146 2.599740 0.8 -0.5 -0.3 -0.8448
N 1.620002 -3.373074 2.767865 -0.8 2.5 1.0 0.0300
C 0.477407 -3.621207 3.617137 -0.7 -1.8 -0.3 -0.2140
C 0.129132 -2.287370 4.205116 -0.2 0.3 2.2 -0.2189
N 1.058390 -1.410429 3.527645 0.5 0.9 -0.5 0.0034
H 2.091657 -4.033703 2.246546 0.8 -1.4 -1.3 0.0989
H 0.673182 -4.410552 4.361127 0.1 0.4 -0.2 0.1166
H -0.396444 -3.970800 3.049141 0.1 -0.1 -0.4 0.0858
H 0.310174 -2.393797 5.321511 -0.1 0.8 -1.1 0.1242
H -0.944109 -1.988915 4.068926 0.7 -0.2 -0.2 0.0871
H 1.187907 -0.418190 3.695637 -0.3 -0.4 -0.1 0.1304
```
Positions in Å, forces in eV/Å.

Results
* DFT total energy: -2363.86497 hartree
* spin multiplicity: 8
* HOMO energy (alpha / beta): -0.798 / -2.812 eV
* net charge: -1

# 6
Computed, not measured: an isolated molecule of C3H8N2O2 at a distorted geometry, with ωB97M-V with the def2-TZVPD basis set.

Geometry as XYZ:
```
15
Properties=species:S:1:pos:R:3:forces:R:3:lowdin_charge:R:1
C 0.365064 0.627227 1.831688 0.4 -0.3 -0.1 -0.0112
C 0.113553 0.524740 0.363809 -0.8 -3.1 -3.5 -0.4936
N -1.214493 -0.449993 -0.083707 1.2 0.1 0.1 0.0758
O 0.015600 1.616528 -0.326233 0.2 0.3 -1.2 -0.0298
N 1.112981 -0.543588 -0.566977 -1.8 1.0 0.8 0.0503
C 0.158578 -0.776781 -1.640939 3.0 2.9 -0.1 -0.2915
O -0.020457 0.254721 -2.398041 -0.7 -1.6 1.3 -0.0626
H -0.279738 1.389433 2.268455 -0.1 -0.1 -0.1 0.0922
H 0.220001 -0.335116 2.323727 0.0 0.1 0.0 0.0793
H 1.401465 0.948057 1.968377 -0.1 -0.1 0.0 0.0937
H -2.011058 -0.072577 -0.586612 0.0 0.4 0.7 0.0818
H -1.412252 -1.251101 0.507517 -0.2 0.3 0.0 0.0716
H 0.014287 1.256638 -1.457354 0.0 -0.1 1.5 0.1343
H 1.335054 -1.417559 -0.093479 -0.3 0.2 0.2 0.0777
H 0.201414 -1.770630 -2.110232 -0.9 0.1 0.4 0.1321
```
Positions in Å, forces in eV/Å.

Results
* structure (SMILES): C[C@@](N)(O)NC=O
* DFT total energy: -379.00890 hartree
* spin multiplicity: 1
* HOMO energy: -9.143 eV

For the records above, the corresponding energy relative to the best compared isomer or geometry (same formula, charge and spin) values read 146.53; 143.21; 19.82; 770.67; 632.80; 346.83 kJ/mol.